This record from the Open Molecules 2025 dataset describes a structure of composition C6H12S5 at a distorted geometry. The level of theory is wB97M-V/def2-TZVPD.

Kohn-Sham gap (alpha / beta) = 6.7 / 6.2 eV
highest occupied orbital energy (alpha / beta) = -6.96 / -6.70 eV
lowest unoccupied orbital energy (alpha / beta) = -0.301 / -0.534 eV

```
23
C6H12S5 (wB97M-V/def2-TZVPD)
C 0.642 0.627 -1.471
C 0.156 0.079 -4.282
C 2.441 -1.163 0.722
C -0.913 -1.654 2.718
C -1.988 2.057 0.970
C 0.072 0.298 1.419
S 0.098 2.105 -1.517
S 0.740 -0.513 -2.658
S 1.765 0.033 1.999
S -0.974 -0.960 1.057
S -0.129 1.959 1.148
H -0.187 -0.877 -4.712
H 0.857 0.554 -4.935
H -0.627 0.753 -4.026
H 2.019 -0.748 -0.143
H 2.136 -2.174 1.024
H 3.587 -1.037 0.725
H -1.282 -0.742 3.331
H 0.070 -2.025 2.989
H -1.615 -2.448 2.814
H -2.372 1.865 -0.024
H -2.452 2.955 1.424
H -2.043 1.057 1.428
```

Löwdin population analysis, charges in e, atoms 1 to 6:
1 C -1.14
2 C -0.37
3 C -0.34
4 C -0.38
5 C -0.33
6 C -1.34

This record from the Open Molecules 2025 dataset describes a cluster of 2 separate species, C6H13BrF3O6PS2 in total at a distorted geometry. The level of theory is wB97M-V/def2-TZVPD.

Kohn-Sham gap = 6.0 eV
highest occupied orbital energy = -7.88 eV
lowest unoccupied orbital energy = -1.905 eV

```
32
C6H13BrF3O6PS2 (wB97M-V/def2-TZVPD)
C 4.001 0.627 -0.325
C 2.774 1.546 0.031
C 1.619 1.320 -0.991
C 1.581 2.569 -1.972
S -0.071 1.174 -0.291
C -0.057 1.125 1.564
O 0.128 2.467 2.053
O -0.754 3.318 1.351
P -0.966 -0.793 -0.750
O -2.100 -0.413 -1.925
Br 0.599 -2.148 -1.621
H 4.862 1.021 0.242
H 3.809 -0.383 0.073
H 4.230 0.626 -1.398
H 2.541 1.330 1.082
H 3.141 2.581 -0.021
H 1.909 0.472 -1.634
H 2.523 3.125 -1.973
H 1.275 2.245 -2.980
H 0.767 3.228 -1.618
H 0.762 0.497 1.941
H -1.036 0.777 1.944
H -0.223 3.939 0.837
H -2.470 0.459 -1.753
C -2.945 -4.298 0.718
F -3.243 -5.574 0.471
F -1.907 -4.316 1.569
F -2.483 -3.778 -0.430
S -4.377 -3.322 1.365
O -4.729 -4.007 2.595
O -5.360 -3.420 0.300
O -3.801 -1.991 1.544
```

Löwdin population analysis, charges in e, atoms 1 to 6:
1 C -0.08
2 C -0.24
3 C -0.54
4 C -0.09
5 S 0.90
6 C -0.33

This record from the Open Molecules 2025 dataset describes a structure of composition C6H13BrN at a distorted geometry. The level of theory is wB97M-V/def2-TZVPD.

charge = +1
Kohn-Sham gap = 10.3 eV
highest occupied orbital energy = -13.76 eV
lowest unoccupied orbital energy = -3.423 eV

```
21
C6H13BrN (wB97M-V/def2-TZVPD)
C -2.890 0.408 0.514
C -1.669 -0.053 0.914
C 1.843 0.621 -0.168
C 0.731 -1.431 0.281
C 0.356 -0.110 -1.749
C -0.394 0.631 0.601
N 0.612 -0.099 -0.250
Br 0.310 0.734 2.476
H -3.901 0.119 0.834
H -2.882 1.319 -0.182
H -1.511 -0.925 1.564
H 2.727 0.017 -0.458
H 1.768 1.470 -0.817
H 2.119 0.969 0.837
H -0.042 -2.087 -0.112
H 1.899 -1.724 0.042
H 0.596 -1.360 1.401
H -0.405 -0.875 -1.922
H -0.018 0.881 -1.856
H 1.340 -0.227 -2.219
H -0.588 1.722 0.270
```

Löwdin population analysis, charges in e, atoms 1 to 6:
1 C 0.08
2 C -0.29
3 C -0.10
4 C -0.05
5 C 0.07
6 C -0.56

This record from the Open Molecules 2025 dataset describes the ion C6H13BrNO5 with charge +1 at a distorted geometry. The level of theory is wB97M-V/def2-TZVPD.

charge = +1
Kohn-Sham gap (alpha / beta) = 7.2 / 7.2 eV
highest occupied orbital energy (alpha / beta) = -10.99 / -10.99 eV
lowest unoccupied orbital energy (alpha / beta) = -3.790 / -3.790 eV

```
26
C6H13BrNO5 (wB97M-V/def2-TZVPD)
C 0.242 -1.587 -0.507
C -1.135 -1.038 -0.009
C -1.247 0.480 -0.233
C -0.083 1.250 0.397
C 2.041 0.119 0.599
C -0.205 2.722 0.405
N 0.417 -3.069 -0.088
O 1.314 1.050 -0.015
O -2.179 -1.663 -0.692
O -1.410 0.764 -1.644
O 1.877 -0.142 1.894
O -0.768 3.309 -0.797
Br 3.568 -0.367 -0.286
H 0.650 -1.493 -1.555
H -1.019 -1.236 1.107
H -2.105 0.834 0.442
H -0.193 1.108 1.508
H 0.734 3.101 0.657
H -0.911 3.121 1.333
H 1.437 -3.269 0.172
H 0.244 -3.634 -0.934
H -0.244 -3.383 0.721
H -2.366 -1.156 -1.500
H -1.081 1.684 -1.794
H 2.494 -0.798 2.264
H -0.072 3.294 -1.448
```

Löwdin population analysis, charges in e, atoms 1 to 6:
1 C -0.13
2 C -0.37
3 C -0.25
4 C -0.24
5 C -0.82
6 C -0.17